# 1
{"formula": "C28H46KN5OSSi2", "method": "ωB97M-V/def2-TZVPD", "elements": ["K", "C", "C", "C", "C", "C", "C", "C", "C", "C", "H", "H", "H", "H", "H", "H", "H", "H", "H", "H", "H", "H", "C", "Si", "C", "C", "N", "C", "C", "C", "C", "C", "C", "N", "Si", "C", "C", "C", "H", "H", "H", "H", "H", "H", "H", "H", "H", "H", "H", "H", "H", "H", "H", "H", "H", "H", "H", "H", "H", "H", "C", "N", "C", "C", "C", "N", "C", "C", "O", "H", "H", "H", "H", "H", "H", "H", "H", "H", "H", "H", "H", "S", "C", "N"], "positions_angstrom": [[0.106921, -0.945762, -1.558805], [1.623397, -0.261453, 1.980256], [0.810476, 0.906065, 2.364562], [-0.504619, 0.650957, 2.672794], [-1.430145, 1.653391, 3.124805], [-2.846794, 1.289217, 3.400737], [-0.997078, 2.933417, 3.310130], [0.338072, 3.265406, 3.036325], [0.832679, 4.702296, 3.199118], [1.232397, 2.312731, 2.437790], [0.923048, -1.104006, 1.835077], [2.464175, -0.495404, 2.684494], [2.061475, -0.025716, 1.045563], [-0.841234, -0.372520, 2.495442], [-2.753806, 0.438363, 4.146597], [-3.255441, 0.912704, 2.457666], [-3.585411, 2.062948, 3.754047], [-1.617143, 3.762318, 3.593005], [1.595241, 4.917452, 2.409414], [1.350049, 4.810145, 4.170522], [0.039822, 5.415594, 3.205560], [2.212246, 2.467801, 1.956126], [3.654810, -4.720775, -1.302962], [2.547448, -3.381291, -0.633485], [2.687700, -3.765785, 1.258210], [0.889738, -3.935348, -1.154707], [2.652978, -1.851356, -1.158361], [3.625410, -0.900576, -0.900449], [4.809726, -1.310531, -0.349626], [5.984323, -0.498409, -0.209283], [5.752244, 0.795286, -0.550357], [4.525657, 1.312848, -0.982898], [3.386482, 0.546215, -1.193727], [2.076198, 0.947727, -1.357417], [1.554919, 2.457608, -1.951670], [1.741167, 2.597364, -3.758568], [2.163113, 4.173863, -1.310384], [-0.282808, 2.427184, -1.645017], [3.859969, -5.489232, -0.489694], [4.643140, -4.458013, -1.707337], [3.139306, -5.268115, -2.089859], [2.126287, -4.699658, 1.452664], [2.189194, -2.995283, 1.900734], [3.759422, -3.873404, 1.517873], [0.662163, -5.034093, -1.081528], [0.747609, -3.724129, -2.254514], [0.050232, -3.427219, -0.586598], [4.863516, -2.363069, -0.093278], [6.947407, -0.890748, 0.069240], [6.494158, 1.558637, -0.467653], [4.480136, 2.395994, -1.178627], [2.842242, 2.621102, -4.166019], [1.236403, 3.548538, -4.046252], [1.240672, 1.775209, -4.341005], [2.476044, 4.260955, -0.335280], [1.388004, 4.859292, -1.622347], [2.999378, 4.348709, -1.985972], [-0.824078, 1.787956, -2.347551], [-0.886313, 3.384483, -1.765965], [-0.343068, 2.107946, -0.612047], [-3.720858, -3.340332, 0.974680], [-4.206131, -2.081204, 0.469114], [-5.581988, -2.039291, 0.034964], [-5.677236, -1.147262, -1.171055], [-5.091956, 0.234862, -0.843844], [-3.834715, 0.096986, -0.135906], [-2.964432, 1.245741, -0.253007], [-3.281352, -1.120585, 0.206568], [-2.073112, -1.177574, 0.437173], [-4.066403, -3.525429, 1.995459], [-2.620969, -3.220346, 1.049800], [-3.921653, -4.147505, 0.236705], [-6.234921, -1.698137, 0.881824], [-5.910148, -3.045859, -0.140755], [-6.697073, -1.109045, -1.542982], [-5.129361, -1.565490, -1.993384], [-5.706521, 0.908204, -0.266144], [-4.875128, 0.703721, -1.813905], [-2.487735, 1.317298, -1.195923], [-2.161286, 1.246685, 0.511410], [-3.509767, 2.153326, -0.085078], [-4.389340, -1.027394, -4.900342], [-3.145250, -1.142471, -3.793268], [-2.331919, -1.134726, -2.951615]], "atomic_forces_ev_per_a": [[0.030, 0.199, 0.076], [0.431, -0.287, 0.406], [-0.666, 2.714, 0.957], [-1.393, 0.641, 0.596], [0.608, -0.435, -0.307], [-0.656, -1.267, 0.511], [1.615, 0.308, -0.164], [2.025, -0.393, -1.880], [1.370, -1.086, 0.001], [-1.400, -1.837, 0.614], [0.735, 0.121, 0.190], [-0.872, 0.095, -0.459], [0.747, -0.113, -1.232], [-0.285, 0.310, 0.265], [-0.814, 0.845, -0.797], [-0.235, -0.367, 0.243], [1.242, -0.465, -0.099], [-0.593, 0.008, 0.331], [-0.750, 0.061, 0.574], [-0.116, -0.056, -0.308], [-0.627, 0.563, -0.282], [-0.414, 0.676, 0.701], [1.237, -1.663, 0.380], [0.473, -0.420, 1.243], [-0.558, 0.514, 0.198], [-2.721, -0.993, -0.785], [-0.059, 2.050, -0.170], [-1.298, 0.041, -0.717], [2.178, -0.150, 0.275], [-1.996, -0.655, -0.305], [0.494, 1.292, -0.174], [-0.368, 0.675, -0.523], [-0.790, -1.650, 1.386], [0.854, 0.900, -0.460], [0.358, -1.033, 1.349], [1.324, 0.237, -2.839], [-0.368, -1.216, -2.973], [-1.097, 1.491, -0.606], [-0.242, 0.737, -0.794], [-0.259, 0.248, 0.140], [-0.102, -0.084, -0.244], [0.477, 0.091, -0.051], [0.656, -0.470, -0.476], [-0.603, 0.001, 0.159], [0.352, 0.771, 0.176], [0.094, 0.030, 0.976], [0.783, -0.486, -0.592], [0.205, -0.106, 0.008], [0.116, -0.037, 0.257], [0.924, 0.263, 0.102], [-0.043, -0.377, 0.164], [-1.911, 0.093, 0.871], [0.379, -0.382, -0.179], [0.343, 0.653, 0.706], [0.484, 0.275, 2.324], [-0.290, 0.478, 0.303], [0.387, 0.291, 0.101], [0.216, -0.559, 0.275], [1.002, -0.691, 0.368], [-0.472, -0.274, 0.240], [1.361, 0.063, -0.446], [0.438, -1.423, 0.174], [-0.145, 0.924, 1.062], [-0.553, 0.595, 0.418], [0.436, -0.712, -0.985], [0.178, -0.058, -0.038], [0.752, -0.385, 1.304], [-0.084, 2.244, 0.216], [-0.234, -0.891, 0.058], [-0.368, -0.332, -0.203], [-0.571, -0.271, -0.065], [-0.094, 0.197, 0.750], [0.325, 0.118, -0.549], [-0.046, -0.629, -0.442], [-0.260, 0.360, 0.142], [0.593, -0.257, -0.350], [-0.737, 0.070, 0.165], [-0.119, 0.126, 0.127], [0.319, -0.099, -1.055], [-0.506, -0.313, -0.436], [-0.683, 0.501, 0.055], [0.244, -0.177, 0.167], [-0.179, 0.413, 0.296], [-0.210, -0.186, -0.416]], "multiplicity": 1, "relative_energy_kj_mol": 173.15, "gap_ev": 4.196, "charge": -2, "molar_mass_g_mol": 596.05, "e_tot_ev": -82200.288}


# 2
{"formula": "C28H46N2O8P", "method": "ωB97M-V/def2-TZVPD", "elements": ["C", "C", "C", "C", "N", "N", "P", "C", "C", "C", "C", "C", "C", "C", "C", "O", "O", "C", "C", "C", "C", "H", "H", "H", "H", "H", "H", "H", "H", "H", "H", "H", "H", "H", "H", "H", "H", "H", "H", "H", "H", "H", "H", "H", "H", "H", "H", "H", "H", "O", "C", "O", "C", "C", "C", "H", "H", "H", "H", "H", "H", "O", "C", "O", "C", "C", "C", "H", "H", "H", "H", "H", "H", "O", "C", "O", "C", "C", "C", "H", "H", "H", "H", "H", "H"], "positions_angstrom": [[2.277975, -1.800901, -0.484852], [0.803545, -2.213006, 0.188484], [0.416951, -1.217327, 1.475601], [0.573192, 0.329111, 0.873017], [1.789130, 1.138254, 1.131179], [1.868283, 2.368712, 0.578675], [3.446803, 3.213459, 0.939027], [4.232856, 3.451993, -0.811008], [2.953770, 4.897516, 1.720207], [0.951672, 3.198248, -0.262944], [-0.504746, 2.479523, -0.666620], [-1.623817, 3.206181, -1.619261], [-3.028778, 3.596148, -0.869705], [-4.183087, 3.668238, -2.077748], [-3.664762, 4.517289, -3.395383], [-3.264901, 5.794380, -3.146919], [-3.647770, 4.028291, -4.783870], [-2.386889, 3.346412, -5.119599], [-1.036686, 4.288026, -4.918086], [-0.623634, 0.970904, -0.025744], [-1.989344, 0.076598, -0.299484], [3.075870, -1.506679, 0.318922], [2.155883, -0.917059, -1.270378], [2.725772, -2.732988, -1.069708], [0.821981, -3.345320, 0.487582], [-0.000568, -2.033351, -0.643473], [-0.675466, -1.448444, 1.859176], [1.254510, -1.393168, 2.276569], [4.923172, 2.543801, -1.109953], [4.895921, 4.419898, -0.828584], [3.430777, 3.552621, -1.672474], [3.920470, 5.392391, 2.211683], [2.199099, 4.639621, 2.608150], [2.430591, 5.636969, 0.943589], [1.235181, 4.284612, -0.667470], [-1.167347, 4.195978, -2.045628], [-1.906467, 2.412535, -2.464475], [-2.966373, 4.639923, -0.330436], [-3.280100, 2.803332, -0.046323], [-5.106163, 4.282184, -1.640269], [-4.526424, 2.573028, -2.313076], [-2.436683, 3.118272, -6.290369], [-2.277486, 2.272218, -4.611368], [-0.375145, 4.175277, -5.905457], [-1.295077, 5.444584, -4.826300], [-0.334165, 3.907760, -4.040353], [-2.353039, -0.327726, 0.761315], [-2.885741, 0.754676, -0.687900], [-1.820859, -0.826717, -1.031915], [-1.114422, -5.224682, -0.048972], [-0.846388, -5.576989, 1.087785], [0.402502, -5.521161, 1.636736], [0.370199, -6.112047, 2.935039], [-1.070515, -6.040632, 3.368813], [-1.815106, -6.172087, 2.064316], [0.730695, -7.143242, 2.858584], [1.027489, -5.555862, 3.609760], [-1.337187, -6.804728, 4.103792], [-1.276366, -5.058560, 3.811729], [-1.991589, -7.218451, 1.800142], [-2.753274, -5.612609, 2.079743], [1.177282, 3.898888, 4.351378], [-0.029537, 4.005963, 4.208890], [-0.773892, 5.040036, 4.699622], [-2.154319, 4.786533, 4.442836], [-2.172853, 3.812519, 3.293979], [-0.914586, 3.012728, 3.518714], [-2.607316, 4.369773, 5.348523], [-2.660762, 5.723107, 4.191909], [-3.079317, 3.202254, 3.261567], [-2.097271, 4.356905, 2.344798], [-1.086115, 2.163023, 4.185342], [-0.475276, 2.682302, 2.574661], [5.377282, -6.761386, -1.360951], [4.170463, -6.654311, -1.503439], [3.426108, -5.620238, -1.012707], [2.045681, -5.873741, -1.269493], [2.027147, -6.847755, -2.418350], [3.285414, -7.647546, -2.193615], [1.592684, -6.290501, -0.363805], [1.539238, -4.937167, -1.520420], [1.120683, -7.458020, -2.450761], [2.102729, -6.303369, -3.367531], [3.113885, -8.497251, -1.526987], [3.724724, -7.977972, -3.137668]], "atomic_forces_ev_per_a": [[-0.106, -0.428, -0.312], [0.497, 0.670, -0.625], [1.287, 0.331, -1.410], [-0.634, 3.025, -1.129], [-4.565, -1.349, -1.796], [-2.506, 2.886, -2.583], [1.956, 0.151, 0.764], [-0.243, 0.401, -1.466], [-1.006, 0.715, -0.152], [-3.111, -4.479, 0.357], [3.380, -1.728, 2.582], [0.286, -0.674, 0.736], [0.150, 0.417, -0.535], [-0.359, 0.015, 0.513], [2.144, 6.181, 0.933], [-2.560, -8.354, -1.729], [0.955, 0.150, 3.570], [1.577, -0.554, -1.490], [0.625, -0.152, -0.757], [1.383, 1.687, -0.341], [-0.100, 0.698, 0.916], [-1.614, -0.472, -1.433], [0.261, -1.826, 1.786], [-1.070, 1.979, 1.254], [-0.201, 2.351, -0.374], [1.456, -0.632, 1.614], [2.378, 0.773, -0.719], [-1.861, 0.606, -1.339], [-1.490, 1.748, 0.962], [-1.324, -1.823, 0.213], [1.571, -0.070, 1.679], [-2.070, -1.211, -1.307], [1.714, 0.526, -1.931], [1.226, -1.369, 1.829], [-0.323, -2.788, 1.267], [-0.814, -2.140, 0.616], [0.884, 1.859, 1.717], [0.044, -2.071, -1.234], [0.175, 1.431, -1.755], [1.992, -1.379, -1.170], [0.662, 2.192, 0.118], [-0.308, 0.613, 2.715], [-0.359, 2.411, -0.779], [-1.505, 0.200, 2.156], [0.408, -2.689, 0.026], [-1.678, 0.959, -1.745], [0.889, 0.709, -2.364], [2.213, -1.417, 0.662], [-0.174, 1.904, 1.518], [0.995, -0.211, 1.632], [-0.554, 0.224, -1.897], [-0.548, 0.348, -0.748], [0.529, -0.281, 0.763], [-0.390, -0.059, 0.824], [-0.264, 0.152, 0.408], [-0.011, 0.108, -0.020], [0.039, -0.077, -0.330], [0.127, 0.137, -0.081], [0.054, -0.166, -0.013], [-0.092, 0.128, -0.111], [0.077, -0.286, -0.336], [-1.756, 0.618, -0.152], [1.734, -0.043, 0.704], [0.957, -0.533, -0.311], [-0.770, 0.352, 0.210], [-0.647, -0.267, -0.619], [-0.276, -0.083, -0.437], [0.060, 0.052, -0.071], [0.254, -0.069, 0.216], [0.065, 0.156, 0.043], [-0.052, -0.043, 0.119], [0.178, 0.001, -0.071], [0.178, -0.172, 0.311], [-2.059, 0.701, -0.043], [2.365, -0.412, 0.465], [0.737, -0.170, -0.132], [-0.706, 0.200, 0.181], [-0.672, -0.211, -0.628], [-0.264, -0.056, -0.476], [0.069, 0.108, -0.132], [0.169, -0.062, 0.228], [0.075, 0.173, 0.033], [-0.057, -0.083, 0.144], [0.168, 0.003, -0.086], [0.159, -0.155, 0.387]], "multiplicity": 1, "relative_energy_kj_mol": 1023.48, "gap_ev": 7.101, "charge": 1, "molar_mass_g_mol": 569.66, "e_tot_ev": -58413.208}